(1)
This record from OMol25 describes an isolated molecule of C5H8. The level of theory is ωB97M-V/def2-TZVPD.

```
! wB97M-V def2-TZVPD RIJCOSX def2/J DEFGRID3
* xyz 0 1
C -1.54 0.00 -0.69
C -0.77 0.66 0.46
C 0.35 -0.24 0.91
C 1.47 -0.46 0.21
C 2.20 -0.19 -0.96
H -0.86 -0.19 -1.53
H -1.94 -0.97 -0.37
H -2.37 0.62 -1.04
H -0.39 1.64 0.14
H -1.45 0.84 1.31
H 0.18 -0.87 1.78
H 2.08 -1.34 0.52
H 3.04 0.50 -0.74
*
```

Properties
HOMO energy in eV: -8.16
Calculated total energy in eV: -5309.95558
Max |F| in eV/Å: 0.5
Orbital gap in Ha: 0.2803

(2)
This record from OMol25 describes C42H30BrCl4IN3O7Yb as an isolated structure at a distorted geometry. The level of theory is ωB97M-V/def2-TZVPD.

```
! wB97M-V def2-TZVPD RIJCOSX def2/J DEFGRID3
* xyz 0 2
Yb 0.87 -0.44 -0.23
Br 7.91 -1.29 -3.19
C 6.06 -1.19 -2.76
C 5.17 -0.66 -3.70
C 3.85 -0.56 -3.39
C 3.32 -0.96 -2.12
O 2.07 -0.87 -1.90
C 4.26 -1.50 -1.17
C 3.89 -1.93 0.13
N 2.77 -1.67 0.73
C 2.56 -2.09 2.04
C 3.56 -2.30 2.97
C 3.27 -2.73 4.27
C 1.98 -2.95 4.67
C 0.92 -2.69 3.79
C -0.43 -2.81 4.16
C -1.41 -2.53 3.25
C -1.04 -2.10 1.96
N 0.21 -1.95 1.59
C 1.20 -2.25 2.46
C 5.62 -1.62 -1.54
H 5.54 -0.34 -4.66
H 3.14 -0.15 -4.10
H 4.65 -2.55 0.63
H 4.60 -2.13 2.71
H 4.09 -2.88 4.96
H 1.76 -3.30 5.67
H -0.67 -3.12 5.17
H -2.45 -2.61 3.50
H -1.79 -1.84 1.22
H 6.31 -2.05 -0.83
Cl 3.73 3.44 1.73
C 4.20 3.45 0.00
Cl 5.94 3.15 -0.18
Cl 3.77 5.01 -0.74
C 3.46 2.40 -0.63
N 2.82 1.55 -1.05
C -1.11 -4.60 -0.38
C -0.55 -3.46 -1.20
O 0.49 -2.91 -0.87
C -1.31 -3.00 -2.38
C -0.68 -2.11 -3.26
C -1.37 -1.59 -4.33
C -2.69 -1.95 -4.55
C -3.32 -2.84 -3.70
C -2.63 -3.37 -2.62
H -0.39 -4.88 0.38
H -1.34 -5.45 -1.01
H -2.02 -4.27 0.12
H 0.34 -1.82 -3.06
H -0.88 -0.89 -5.00
H -3.23 -1.53 -5.38
H -4.35 -3.11 -3.86
H -3.15 -4.04 -1.94
C -3.78 4.27 0.15
C -4.11 2.88 0.60
C -4.88 2.65 1.73
C -5.21 1.35 2.10
Cl -6.23 1.09 3.47
C -4.75 0.27 1.37
C -3.96 0.49 0.25
C -3.66 1.79 -0.16
O -2.97 2.11 -1.29
C -2.43 1.09 -2.09
C -1.16 0.46 -1.47
O -0.08 1.08 -1.55
O -1.27 -0.65 -0.92
H -3.84 4.97 0.97
H -4.49 4.58 -0.62
H -2.79 4.29 -0.29
H -5.24 3.48 2.31
H -4.99 -0.73 1.68
H -3.57 -0.35 -0.28
H -2.16 1.58 -3.03
H -3.16 0.29 -2.28
I -1.12 7.67 0.93
C -0.59 5.63 1.13
C -0.92 4.94 2.28
C -0.62 3.59 2.37
C 0.03 2.95 1.32
C 0.38 3.67 0.18
C 0.06 5.02 0.08
C 0.31 1.48 1.30
O -0.66 0.69 1.31
O 1.50 1.07 1.21
H -1.43 5.44 3.09
H -0.89 3.02 3.25
H 0.85 3.16 -0.64
H 0.31 5.56 -0.82
*
```

Properties
HOMO energy (spin up / spin down) in eV: -7.67 / -7.67
Calculated total energy in eV: -222612.32929
⟨S²⟩: 0.751
Max |F| in eV/Å: 2.0
Orbital gap (spin up / spin down) in Ha: 0.2581 / 0.2580

(3)
This record from OMol25 describes a 6-piece molecular cluster, C22H58F3N5O8S overall at a distorted geometry. The level of theory is ωB97M-V/def2-TZVPD.

```
! wB97M-V def2-TZVPD RIJCOSX def2/J DEFGRID3
* xyz 3 2
C 0.28 2.53 3.66
C -0.62 2.88 4.83
O -1.84 3.09 4.67
N 0.00 2.88 6.23
H 0.98 2.65 6.13
H -0.03 3.78 6.68
C -0.62 1.71 7.08
H -0.29 2.74 2.75
H 0.58 1.49 3.78
H 1.08 3.26 3.50
H 0.09 1.65 7.90
H -0.73 0.82 6.46
H -1.53 1.95 7.63
C 0.22 5.13 -0.17
C 1.32 4.33 0.52
O 1.97 4.78 1.39
N 1.77 3.01 -0.17
H 0.97 2.40 -0.32
H 2.17 3.27 -1.06
C 2.90 2.20 0.54
H -0.74 4.63 -0.30
H 0.56 5.42 -1.16
H 0.06 6.05 0.40
H 3.82 2.72 0.79
H 3.10 1.31 -0.06
H 2.39 1.76 1.40
C 3.42 -3.29 5.31
N 2.27 -3.17 4.24
C 2.44 -4.34 3.31
C 0.94 -3.35 4.91
C 2.58 -1.81 3.41
C 1.57 -1.49 2.32
O 0.38 -1.04 2.98
H 3.44 -4.29 5.75
H 3.38 -2.52 6.08
H 4.32 -3.16 4.70
H 1.67 -4.12 2.57
H 2.55 -5.25 3.89
H 3.45 -4.26 2.90
H 0.96 -2.49 5.58
H 0.86 -4.33 5.38
H 0.22 -3.37 4.09
H 3.55 -1.72 2.93
H 2.53 -0.96 4.08
H 1.19 -2.31 1.70
H 2.05 -0.81 1.62
H -0.22 -0.60 2.38
C 0.00 -7.02 -2.65
N 0.21 -5.49 -2.81
C 1.76 -5.43 -3.01
C -0.51 -5.16 -4.09
C -0.46 -4.68 -1.60
C 0.20 -3.29 -1.44
O -0.10 -2.45 -2.52
H 0.06 -7.58 -3.59
H -1.02 -7.09 -2.26
H 0.70 -7.33 -1.88
H 2.09 -6.07 -3.83
H 2.31 -5.58 -2.07
H 2.05 -4.40 -3.18
H -0.13 -4.23 -4.49
H -1.60 -5.14 -4.00
H -0.20 -5.89 -4.83
H -0.02 -5.33 -0.85
H -1.53 -4.66 -1.79
H 1.25 -3.43 -1.21
H -0.34 -2.73 -0.68
H -0.50 -1.66 -2.15
C -4.47 3.41 -4.98
N -2.96 3.44 -4.96
C -2.54 2.07 -4.43
C -2.50 3.60 -6.45
C -2.46 4.56 -4.04
C -0.87 4.68 -3.87
O -0.28 3.58 -3.02
H -4.72 4.47 -4.91
H -4.74 2.82 -4.11
H -4.78 2.86 -5.86
H -2.62 1.87 -3.36
H -1.47 1.95 -4.61
H -3.03 1.19 -4.84
H -1.43 3.80 -6.44
H -2.88 4.54 -6.86
H -2.78 2.81 -7.15
H -3.03 4.51 -3.11
H -2.91 5.40 -4.58
H -0.62 5.65 -3.43
H -0.40 4.58 -4.85
H 0.64 3.69 -2.79
C -2.43 1.94 0.02
F -3.64 1.54 0.19
F -2.31 2.76 -1.05
F -2.06 2.69 1.11
S -1.23 0.32 0.05
O -1.79 -0.46 1.08
O -1.46 -0.24 -1.31
O 0.13 0.85 0.31
*
```

Properties
HOMO energy (spin up / spin down) in eV: -9.14 / -13.28
Calculated total energy in eV: -66541.43466
⟨S²⟩: 0.754
Max |F| in eV/Å: 4.7
Orbital gap (spin up / spin down) in Ha: 0.1005 / 0.2529

(4)
This record from OMol25 describes a 5-piece molecular cluster, C41H52F5N2O4 overall at a distorted geometry. The level of theory is ωB97M-V/def2-TZVPD.

```
! wB97M-V def2-TZVPD RIJCOSX def2/J DEFGRID3
* xyz 1 1
C -0.33 3.39 -4.12
C 1.01 3.31 -3.44
O 1.79 4.25 -3.47
N 1.43 2.09 -2.70
C 1.45 0.93 -3.62
C 0.19 0.24 -4.08
O 2.55 0.53 -4.00
C 0.73 1.83 -1.47
C -0.02 3.03 -0.92
O -0.35 2.86 0.46
C -0.38 1.57 0.92
F -1.37 0.85 0.26
C 0.97 0.84 0.82
C 0.77 -0.69 0.69
C 0.60 -1.35 -0.69
C -0.81 -1.84 -1.04
C -1.40 -2.82 -0.04
O -0.69 -4.05 -0.12
C 1.86 1.13 2.04
C 1.22 1.09 3.45
C 0.26 -0.04 3.77
C 0.63 2.48 3.84
N 1.69 1.47 -0.37
C 2.95 0.80 -0.80
H -1.08 2.74 -3.68
H -0.27 3.13 -5.16
H -0.70 4.40 -4.03
H 0.30 -0.01 -5.12
H 0.11 -0.69 -3.53
H -0.73 0.79 -3.89
H -0.01 1.04 -1.62
H -0.93 3.22 -1.47
H 0.59 3.92 -0.98
H -0.70 1.61 1.95
H 1.59 -1.18 1.20
H -0.10 -0.92 1.28
H 0.96 -0.78 -1.54
H 1.21 -2.25 -0.69
H -0.69 -2.42 -1.95
H -1.50 -1.03 -1.28
H -1.47 -2.43 0.97
H -2.42 -3.02 -0.36
H -0.22 -4.20 0.70
H 2.36 2.09 1.95
H 2.67 0.41 2.03
H 2.06 0.96 4.13
H -0.10 0.08 4.78
H 0.77 -1.00 3.74
H -0.62 -0.10 3.13
H -0.42 2.35 4.09
H 1.15 2.90 4.69
H 0.71 3.18 3.01
H 1.99 2.38 -0.03
H 3.49 0.37 0.03
H 3.58 1.54 -1.26
H 2.78 0.04 -1.55
F 2.80 1.37 7.91
C 3.79 2.15 7.43
C 5.10 1.79 7.64
C 6.11 2.60 7.13
C 5.79 3.75 6.43
C 4.46 4.10 6.23
C 3.45 3.29 6.73
H 5.33 0.89 8.20
H 7.14 2.32 7.29
H 6.58 4.38 6.04
H 4.21 5.00 5.69
H 2.41 3.54 6.58
F -1.94 2.52 -6.44
C -1.96 2.55 -7.80
C -0.81 2.22 -8.48
C -0.83 2.25 -9.87
C -1.99 2.60 -10.54
C -3.14 2.93 -9.83
C -3.13 2.90 -8.44
H 0.09 1.96 -7.94
H 0.06 1.99 -10.43
H -2.00 2.62 -11.62
H -4.04 3.20 -10.35
H -4.01 3.14 -7.87
F -0.83 -2.21 5.51
C -0.13 -3.29 5.93
C -0.30 -4.49 5.26
C 0.42 -5.60 5.68
C 1.28 -5.50 6.77
C 1.43 -4.28 7.43
C 0.72 -3.17 7.00
H -0.98 -4.55 4.42
H 0.30 -6.54 5.17
H 1.84 -6.36 7.10
H 2.09 -4.20 8.27
H 0.82 -2.21 7.50
F -7.82 -5.78 -1.84
C -6.80 -5.08 -2.36
C -5.51 -5.51 -2.13
C -4.45 -4.80 -2.68
C -4.70 -3.66 -3.44
C -6.01 -3.24 -3.65
C -7.07 -3.96 -3.12
H -5.34 -6.40 -1.53
H -3.44 -5.13 -2.51
H -3.88 -3.10 -3.86
H -6.20 -2.36 -4.24
H -8.09 -3.65 -3.28
*
```

Properties
HOMO energy in eV: -10.83
Calculated total energy in eV: -68110.37764
Max |F| in eV/Å: 3.0
Orbital gap in Ha: 0.2976

(5)
This record from OMol25 describes C39H35CdN5OP2S2Se2 as an isolated structure at a distorted geometry. The level of theory is ωB97M-V/def2-TZVPD.

```
! wB97M-V def2-TZVPD RIJCOSX def2/J DEFGRID3
* xyz 0 1
Cd 12.75 11.58 7.79
Se 18.13 7.16 8.23
P 18.36 9.17 8.06
C 18.86 10.00 9.56
C 18.76 11.45 9.72
C 19.26 12.10 10.88
C 20.03 11.31 11.76
C 20.17 9.96 11.64
C 19.58 9.32 10.54
C 19.55 9.81 6.78
C 20.62 9.00 6.38
C 21.70 9.61 5.67
C 21.72 11.00 5.50
C 20.62 11.76 5.92
C 19.56 11.17 6.55
C 16.81 9.97 7.60
C 15.66 10.30 8.37
N 14.73 10.66 7.49
N 15.23 10.61 6.25
N 16.48 10.18 6.32
P 15.21 10.69 10.02
Se 13.10 10.32 10.47
C 16.13 9.71 11.22
C 16.81 10.21 12.36
C 17.36 9.28 13.22
C 17.15 7.91 13.00
C 16.43 7.40 11.93
C 15.97 8.34 10.94
C 15.52 12.51 10.22
C 15.89 13.27 9.15
C 15.97 14.67 9.22
C 15.78 15.25 10.47
C 15.31 14.50 11.54
C 15.19 13.12 11.43
H 18.11 11.96 9.03
H 19.22 13.19 10.93
H 20.52 11.80 12.60
H 20.66 9.41 12.43
H 19.76 8.24 10.54
H 20.70 7.94 6.59
H 22.57 9.05 5.26
H 22.58 11.48 5.08
H 20.62 12.86 5.80
H 18.76 11.82 6.86
H 16.98 11.27 12.38
H 18.01 9.52 14.08
H 17.77 7.21 13.59
H 16.45 6.32 11.74
H 15.39 7.97 10.05
H 16.09 12.78 8.14
H 16.25 15.24 8.38
H 15.91 16.31 10.53
H 14.95 14.99 12.47
H 14.72 12.57 12.21
C 11.55 17.60 10.11
C 11.87 16.16 9.79
C 11.87 15.19 10.83
C 11.88 13.88 10.43
N 12.10 13.52 9.16
C 12.31 14.53 8.27
S 12.80 14.01 6.67
N 12.15 15.87 8.55
H 11.68 17.87 11.14
H 10.55 17.91 9.85
H 12.18 18.36 9.58
H 11.95 15.38 11.84
H 11.85 13.08 11.12
C 7.99 14.73 11.26
C 8.33 14.01 9.96
C 8.72 12.73 10.05
C 9.25 11.97 8.98
C 9.29 12.52 7.72
C 8.86 13.84 7.55
C 8.35 14.53 8.66
S 9.84 11.54 6.32
C 8.35 10.53 6.18
O 10.90 10.56 6.88
H 7.63 14.04 12.06
H 7.27 15.53 11.14
H 8.90 15.12 11.53
H 8.65 12.28 11.05
H 9.52 10.90 9.16
H 8.96 14.31 6.57
H 8.00 15.52 8.43
H 8.25 9.88 7.07
H 8.48 10.02 5.22
H 7.42 11.12 6.17
*
```

Properties
HOMO energy in eV: -7.88
Calculated total energy in eV: -226014.46321
Max |F| in eV/Å: 3.1
Orbital gap in Ha: 0.2985

(6)
This record from OMol25 describes C12H27MnO18S3 as an isolated structure at a distorted geometry. The level of theory is ωB97M-V/def2-TZVPD.

```
! wB97M-V def2-TZVPD RIJCOSX def2/J DEFGRID3
* xyz -1 6
Mn -0.92 1.03 0.62
O -1.60 1.64 -2.93
C -2.16 2.46 -2.04
O -1.85 2.24 -0.84
O -2.80 3.43 -2.42
H -1.99 1.87 -3.78
O 1.97 3.44 2.17
C 0.68 3.30 2.43
O -0.01 2.50 1.81
O 0.06 3.89 3.38
H 2.24 4.08 2.84
O -3.67 -0.93 2.76
C -3.66 0.32 2.26
O -2.62 0.85 1.83
O -4.69 0.96 2.14
H -4.60 -0.71 2.76
O -1.19 -0.78 -0.65
S -1.78 -2.06 -1.19
O -1.67 -3.31 -0.49
O -3.36 -1.70 -1.33
C -4.33 -2.51 -2.02
C -4.44 -3.89 -1.37
C -1.29 -2.21 -2.97
H -4.12 -2.67 -3.07
H -5.33 -2.09 -1.90
H -5.02 -3.90 -0.44
H -3.60 -4.44 -0.93
H -5.04 -4.49 -2.05
H -1.98 -2.87 -3.51
H -0.23 -2.44 -3.06
H -1.37 -1.17 -3.27
O 2.33 -0.16 -2.37
S 1.88 1.00 -1.59
O 0.87 0.78 -0.51
O 3.26 1.69 -0.97
C 4.44 1.71 -1.73
C 5.07 3.05 -1.61
C 1.39 2.32 -2.65
H 4.23 1.70 -2.80
H 4.97 0.78 -1.52
H 4.46 3.81 -2.08
H 6.11 3.02 -1.95
H 5.06 3.33 -0.56
H 2.18 2.69 -3.31
H 0.87 3.07 -2.04
H 0.73 1.92 -3.42
O 0.03 -0.72 1.64
S 0.25 -1.90 2.44
O 0.03 -3.19 1.81
O 1.74 -1.84 3.08
C 2.52 -0.89 2.52
C 4.00 -1.18 2.76
C -0.82 -1.66 4.04
H 2.24 -0.02 3.11
H 2.30 -0.51 1.52
H 4.68 -0.44 2.34
H 4.22 -2.18 2.39
H 4.25 -1.17 3.82
H -0.71 -0.60 4.27
H -0.40 -2.33 4.79
H -1.85 -1.90 3.81
*
```

Properties
HOMO energy (spin up / spin down) in eV: -4.78 / -4.88
Calculated total energy in eV: -113563.88378
⟨S²⟩: 8.753
Max |F| in eV/Å: 6.3
Orbital gap (spin up / spin down) in Ha: 0.2471 / 0.2505